(1)
Here is a molecular structure, C29H34ClI2N4O2PbS2 from the OMol25 dataset. Energies are from ωB97M-V/def2-TZVPD.

HOMO	-10.4	eV
energy relative to the best compared isomer or geometry (same formula, charge and spin)	0.000	eV

The geometry in ORCA input format:
```
! wB97M-V def2-TZVPD RIJCOSX def2/J DEFGRID3
* xyz 1 1
Pb -0.361 0.784 0.149
Cl -1.318 -2.042 -6.971
C -1.372 -1.314 -5.400
C -2.530 -0.648 -4.981
C -2.586 -0.071 -3.738
C -1.501 -0.130 -2.835
O -1.632 0.424 -1.662
C -0.329 -0.796 -3.278
C 0.886 -0.903 -2.517
N 1.107 -0.483 -1.319
C 2.399 -0.673 -0.777
C 3.091 -1.852 -0.847
C 4.396 -1.950 -0.315
C 4.993 -0.874 0.276
C 4.295 0.354 0.383
C 4.846 1.517 0.968
C 4.102 2.658 1.031
C 2.781 2.635 0.539
N 2.239 1.580 -0.016
C 2.984 0.448 -0.121
C -0.291 -1.375 -4.566
H -3.380 -0.590 -5.649
H -3.479 0.454 -3.423
H 1.716 -1.380 -3.044
H 2.632 -2.718 -1.307
H 4.922 -2.892 -0.386
H 5.999 -0.945 0.668
H 5.857 1.488 1.356
H 4.496 3.566 1.464
H 2.148 3.512 0.614
H 0.612 -1.874 -4.894
I -4.061 3.214 -0.521
C -4.466 1.144 -0.363
I -3.950 0.297 1.513
H -3.848 0.646 -1.099
H -5.525 0.989 -0.516
N -3.589 -5.959 1.196
C -3.653 -4.824 1.908
S -4.740 -4.545 3.099
C -2.661 -3.779 1.511
C -2.355 -3.537 0.177
C -1.485 -2.505 -0.135
N -0.908 -1.740 0.791
C -1.195 -1.986 2.073
C -2.058 -2.983 2.478
H -4.229 -6.704 1.418
H -2.826 -6.150 0.569
H -2.820 -4.101 -0.620
H -1.258 -2.270 -1.168
H -0.725 -1.326 2.795
H -2.289 -3.133 3.523
C 1.044 0.174 4.734
S 1.660 0.244 3.043
C 2.433 -1.382 2.944
H 0.337 -0.645 4.865
H 0.537 1.115 4.941
H 1.870 0.057 5.433
H 3.259 -1.453 3.650
H 2.818 -1.510 1.934
H 1.710 -2.172 3.148
C -0.818 3.656 2.186
C -0.580 4.463 0.931
O -0.246 3.588 -0.141
C -0.071 4.289 -1.372
C 0.216 3.299 -2.474
H -1.028 4.322 3.023
H 0.060 3.057 2.444
H -1.676 2.992 2.064
H 0.235 5.184 1.074
H -1.478 5.032 0.666
H 0.750 5.006 -1.257
H -0.982 4.858 -1.590
H 1.102 2.704 -2.241
H 0.401 3.830 -3.408
H -0.635 2.635 -2.624
*
```

(2)
Here is a molecular structure, C31H19BF7NO3S2SbV from the OMol25 dataset. Energies are from ωB97M-V/def2-TZVPD.

HOMO (spin up / spin down)	-11.8 / -11.7	eV
energy relative to the best compared isomer or geometry (same formula, charge and spin)	0.769	eV

The geometry in ORCA input format:
```
! wB97M-V def2-TZVPD RIJCOSX def2/J DEFGRID3
* xyz 1 2
V 0.620 -0.536 0.673
F -1.062 -1.195 5.914
C -0.398 -0.664 4.907
C 0.657 -1.346 4.347
F 1.010 -2.533 4.812
C 1.326 -0.779 3.272
F 2.373 -1.458 2.788
C 0.959 0.465 2.727
S 1.854 1.153 1.356
C -0.118 1.136 3.353
F -0.488 2.330 2.929
C -0.782 0.586 4.418
F -1.789 1.221 4.995
O 0.023 -2.559 -2.417
C -0.630 -2.673 -1.433
N -0.195 -2.154 -0.131
S -1.420 -2.176 0.900
O -1.186 -2.756 2.181
O -1.724 -0.663 1.052
C -2.574 -3.001 -0.060
C -3.842 -3.420 0.302
C -4.561 -4.085 -0.682
C -4.018 -4.305 -1.949
C -2.739 -3.872 -2.279
C -2.015 -3.215 -1.307
H -4.252 -3.243 1.286
H -5.559 -4.438 -0.463
H -4.607 -4.827 -2.691
H -2.310 -4.041 -3.258
C 6.581 1.655 -0.230
C 6.436 0.343 0.202
C 5.273 -0.358 -0.085
C 4.254 0.254 -0.809
C 4.403 1.568 -1.244
C 5.568 2.268 -0.952
Sb 2.455 -0.737 -1.226
C 2.053 0.047 -3.107
C 2.954 -0.150 -4.152
C 2.713 0.439 -5.385
C 1.585 1.229 -5.570
C 0.696 1.436 -4.526
C 0.928 0.843 -3.292
C 3.086 -2.725 -1.425
C 3.171 -3.365 -2.658
C 3.584 -4.688 -2.723
C 3.899 -5.380 -1.561
C 3.799 -4.752 -0.328
C 3.390 -3.426 -0.259
H 7.491 2.198 -0.007
H 7.229 -0.139 0.759
H 5.182 -1.385 0.247
H 3.625 2.055 -1.821
H 5.679 3.288 -1.295
H 3.854 -0.737 -4.015
H 3.410 0.289 -6.199
H 1.401 1.690 -6.532
H -0.179 2.057 -4.666
H 0.222 1.007 -2.488
H 2.904 -2.850 -3.572
H 3.654 -5.180 -3.684
H 4.218 -6.412 -1.618
H 4.037 -5.291 0.580
H 3.308 -2.957 0.717
F -1.407 1.613 0.327
B -1.149 0.372 -0.090
F -1.620 0.027 -1.313
*
```

(3)
Here is 4 unconnected molecules or ions with the total composition C4H16O5 from the OMol25 dataset. Energies are from ωB97M-V/def2-TZVPD.

HOMO (spin up / spin down)	-13.1 / -13.1	eV
energy relative to the best compared isomer or geometry (same formula, charge and spin)	0.000	eV

The geometry in ORCA input format:
```
! wB97M-V def2-TZVPD RIJCOSX def2/J DEFGRID3
* xyz 1 2
C -10.178 -29.510 5.147
O -10.186 -28.152 5.421
C -10.038 -27.811 6.770
C -8.574 -27.613 7.199
O -7.932 -28.909 7.012
C -6.648 -28.992 7.602
H -9.187 -29.877 5.414
H -10.310 -29.680 4.078
H -10.865 -30.070 5.782
H -10.631 -28.433 7.442
H -10.467 -26.811 6.710
H -8.575 -27.198 8.207
H -8.039 -26.935 6.533
H -5.994 -28.227 7.185
H -6.237 -29.967 7.341
H -6.723 -28.956 8.689
O -6.940 -32.854 9.161
H -6.964 -33.086 8.233
H -7.683 -32.263 9.280
O -9.107 -30.886 8.687
H -9.953 -30.523 8.949
H -8.756 -30.250 8.063
O -11.262 -29.582 9.673
H -10.968 -29.077 10.431
H -12.030 -29.108 9.353
*
```

(4)
Here is a molecular structure, C9H24FInN2O2PTb from the OMol25 dataset. Energies are from ωB97M-V/def2-TZVPD.

HOMO (spin up / spin down)	-15.0 / -14.8	eV

The geometry in ORCA input format:
```
! wB97M-V def2-TZVPD RIJCOSX def2/J DEFGRID3
* xyz 2 7
C 4.247 0.542 1.306
C 3.194 0.882 0.237
P 2.182 -0.507 -0.377
C 3.192 -1.896 -0.999
C 4.277 -2.437 -0.063
In 0.921 0.332 -2.481
N 0.899 2.421 -2.616
F 1.835 -0.581 -3.962
O -1.033 -0.376 -2.422
C -1.605 -0.144 -1.221
C -2.246 -1.384 -0.621
N -3.537 -1.098 0.063
C -3.333 -0.530 1.400
C -3.468 0.991 1.419
C -4.606 1.498 2.265
O -2.269 1.638 1.888
H 5.154 0.195 0.837
H 3.897 -0.297 1.896
H 4.437 1.367 1.975
H 2.487 1.575 0.685
H 3.649 1.439 -0.579
H 2.479 -2.697 -1.171
H 3.585 -1.629 -1.980
H 3.943 -2.572 0.955
H 4.606 -3.390 -0.456
H 5.141 -1.790 -0.109
H 0.567 2.655 -3.546
H 1.855 2.744 -2.526
H -2.454 0.582 -1.423
H -0.871 0.303 -0.512
H -1.554 -1.856 0.076
H -2.468 -2.065 -1.430
H -3.928 -2.019 0.234
H -4.117 -0.907 2.042
H -2.393 -0.870 1.845
H -3.655 1.324 0.346
H -4.639 2.588 2.200
H -4.420 1.186 3.282
H -5.554 1.128 1.898
H -1.557 0.978 1.949
Tb -2.840 2.678 -0.304
*
```

(5)
Here is 5 unconnected molecules or ions with the total composition C69H49FNO16PS from the OMol25 dataset. Energies are from ωB97M-V/def2-TZVPD.

HOMO	-9.0	eV

The geometry in ORCA input format:
```
! wB97M-V def2-TZVPD RIJCOSX def2/J DEFGRID3
* xyz 0 1
C -5.748 -2.451 5.929
C -5.381 -3.001 4.549
F -5.939 -4.275 4.365
C -5.804 -2.130 3.392
C -4.837 -1.538 2.614
C -3.356 -1.717 2.846
O -2.736 -2.558 2.241
O -2.846 -0.877 3.709
C -3.816 0.160 4.189
O -4.348 -0.147 5.240
O -3.949 1.073 3.391
C -5.205 -0.717 1.558
C -6.524 -0.494 1.309
P -6.841 0.624 -0.098
O -6.548 2.029 0.239
N -7.473 -1.063 2.094
C -8.874 -0.703 1.825
C -7.146 -1.892 3.109
C -8.232 -2.517 3.937
C -9.221 -3.425 3.159
C -10.690 -3.233 3.584
S -11.761 -3.125 2.178
O -11.396 -4.103 1.214
O -11.819 -1.741 1.801
O -13.173 -3.541 2.758
H -6.238 -1.483 5.837
H -4.863 -2.280 6.530
H -6.431 -3.143 6.416
H -4.302 -3.123 4.508
H -4.456 -0.249 0.936
H -8.162 0.454 -0.535
H -6.006 0.076 -1.083
H -9.255 -1.285 0.991
H -8.949 0.362 1.642
H -9.494 -0.929 2.678
H -8.748 -1.714 4.467
H -7.784 -3.128 4.705
H -8.951 -4.452 3.387
H -9.108 -3.310 2.086
H -10.847 -2.330 4.170
H -11.005 -4.065 4.210
H -13.446 -2.857 3.388
C 4.190 2.472 5.868
C 5.026 2.383 4.760
C 4.487 2.357 3.486
C 3.109 2.410 3.313
C 2.270 2.479 4.426
C 2.816 2.519 5.703
C 0.784 2.494 4.274
O 0.064 2.563 5.246
C 0.226 2.419 2.895
C -1.151 2.379 2.725
C -1.687 2.319 1.449
C -0.851 2.309 0.338
C 0.525 2.344 0.501
C 1.069 2.391 1.777
C 2.550 2.397 1.929
O 3.285 2.388 0.963
H 4.614 2.500 6.864
H 6.100 2.335 4.895
H 5.126 2.294 2.616
H 2.156 2.583 6.556
H -1.805 2.387 3.585
H -2.762 2.280 1.333
H -1.269 2.268 -0.660
H 1.183 2.332 -0.356
C -0.453 1.423 -7.912
C 0.552 1.979 -7.130
C 0.267 2.460 -5.864
C -1.032 2.397 -5.376
C -2.048 1.858 -6.169
C -1.752 1.365 -7.434
C -3.458 1.814 -5.686
O -4.342 1.337 -6.366
C -3.749 2.378 -4.336
C -5.062 2.393 -3.878
C -5.346 2.898 -2.621
C -4.326 3.385 -1.810
C -3.020 3.379 -2.265
C -2.727 2.881 -3.529
C -1.313 2.904 -4.004
O -0.424 3.321 -3.292
H -0.217 1.044 -8.897
H 1.562 2.036 -7.516
H 1.043 2.890 -5.246
H -2.543 0.940 -8.035
H -5.848 2.006 -4.512
H -6.365 2.914 -2.257
H -4.559 3.767 -0.825
H -2.218 3.760 -1.647
C 6.021 -1.322 -7.989
C 4.876 -0.715 -7.485
C 3.869 -0.310 -8.344
C 4.006 -0.502 -9.713
C 5.164 -1.097 -10.220
C 6.165 -1.512 -9.352
C 5.354 -1.283 -11.687
O 6.355 -1.806 -12.128
C 4.275 -0.800 -12.596
C 4.448 -0.915 -13.969
C 3.453 -0.482 -14.829
C 2.277 0.060 -14.322
C 2.101 0.181 -12.955
C 3.100 -0.241 -12.087
C 2.903 -0.074 -10.619
O 1.877 0.401 -10.177
H 6.803 -1.644 -7.315
H 4.769 -0.560 -6.420
H 2.972 0.155 -7.961
H 7.052 -1.981 -9.755
H 5.364 -1.341 -14.353
H 3.591 -0.569 -15.899
H 1.499 0.392 -14.997
H 1.193 0.606 -12.550
C 13.232 -0.326 7.890
C 12.775 0.840 7.285
C 11.425 1.011 7.037
C 10.524 0.013 7.385
C 10.985 -1.166 7.976
C 12.340 -1.326 8.235
C 10.046 -2.272 8.324
O 10.446 -3.292 8.843
C 8.602 -2.084 8.006
C 7.710 -3.116 8.270
C 6.364 -2.955 7.991
C 5.899 -1.759 7.455
C 6.785 -0.729 7.187
C 8.137 -0.890 7.453
C 9.071 0.224 7.125
O 8.664 1.267 6.657
H 14.288 -0.454 8.090
H 13.476 1.616 7.008
H 11.057 1.915 6.572
H 12.684 -2.238 8.702
H 8.081 -4.040 8.690
H 5.672 -3.761 8.193
H 4.846 -1.631 7.243
H 6.432 0.202 6.766
*
```

(6)
Here is a single C3H5Cl molecule from the OMol25 dataset. Energies are from ωB97M-V/def2-TZVPD.

HOMO	-9.4	eV
energy relative to the best compared isomer or geometry (same formula, charge and spin)	0.930	eV

The geometry in ORCA input format:
```
! wB97M-V def2-TZVPD RIJCOSX def2/J DEFGRID3
* xyz 0 1
C 0.702 -0.176 0.986
C -0.301 0.459 0.002
C -0.622 -0.184 -1.095
Cl -1.918 0.361 -2.174
H 1.563 0.410 0.927
H 0.155 -0.015 1.880
H 0.864 -1.180 0.585
H -0.593 1.457 0.319
H 0.151 -1.132 -1.429
*
```

(7)
Here is a molecular structure, C21H25BaIN3O2S5 from the OMol25 dataset. Energies are from ωB97M-V/def2-TZVPD.

HOMO	-9.8	eV
energy relative to the best compared isomer or geometry (same formula, charge and spin)	0.000	eV

The geometry in ORCA input format:
```
! wB97M-V def2-TZVPD RIJCOSX def2/J DEFGRID3
* xyz 1 1
Ba -0.372 0.699 -0.085
C 1.507 -2.496 -1.946
C 2.678 -2.250 -1.002
S 2.651 -0.659 -0.135
C 2.915 -1.130 1.592
C 1.983 -2.160 2.217
S 0.227 -1.725 2.185
C -0.544 -3.193 1.460
C -0.070 -3.660 0.089
S -0.163 -2.441 -1.250
H 1.491 -1.753 -2.746
H 1.659 -3.459 -2.437
H 2.742 -3.046 -0.262
H 3.596 -2.312 -1.588
H 3.942 -1.483 1.706
H 2.859 -0.184 2.138
H 2.106 -3.131 1.738
H 2.291 -2.297 3.254
H -0.435 -4.030 2.153
H -1.611 -2.959 1.442
H 0.955 -4.023 0.154
H -0.675 -4.523 -0.192
O 1.479 6.172 -1.409
C 0.849 5.724 -2.505
C 0.957 6.503 -3.661
C 0.320 6.121 -4.820
C -0.439 4.953 -4.862
C -0.540 4.179 -3.727
C 0.097 4.537 -2.535
C -0.044 3.651 -1.353
O -0.648 2.522 -1.525
N 0.484 4.069 -0.230
N 0.403 3.140 0.815
C 0.478 3.661 1.977
S 0.701 5.330 2.400
C 0.491 5.077 4.183
C 1.033 3.705 4.555
S 0.363 2.535 3.351
H 1.276 5.553 -0.674
H 1.545 7.409 -3.611
H 0.410 6.740 -5.704
H -0.943 4.657 -5.772
H -1.119 3.266 -3.738
H -0.564 5.159 4.444
H 1.040 5.865 4.697
H 0.698 3.407 5.547
H 2.122 3.696 4.527
I -5.970 -0.883 3.335
C -5.142 0.127 1.737
C -5.924 0.815 0.817
C -5.306 1.474 -0.232
C -3.924 1.422 -0.334
N -3.169 0.761 0.543
C -3.765 0.137 1.555
H -7.000 0.837 0.921
H -5.881 2.026 -0.962
H -3.406 1.937 -1.136
H -3.120 -0.375 2.263
*
```

(8)
Here is a molecular structure, C3H2FO3Sm from the OMol25 dataset. Energies are from ωB97M-V/def2-TZVPD.

HOMO (spin up / spin down)	-12.0 / -12.1	eV

The geometry in ORCA input format:
```
! wB97M-V def2-TZVPD RIJCOSX def2/J DEFGRID3
* xyz 1 7
O 0.803 0.970 2.299
C 0.117 2.093 2.311
C -0.830 2.375 1.405
H 0.294 2.816 3.118
H -1.484 3.224 1.253
F -1.057 1.332 0.466
Sm 0.395 -0.522 0.702
O -0.144 -1.786 -3.879
O 0.186 -1.552 -1.602
C 0.029 -1.657 -2.756
*
```